[1]
Entry from OMol25: the molecule C26H31N5O4S (ωB97M-V with the def2-TZVPD basis set).

Each line ends with the Löwdin charge.
Element x y z (Å)
C  -9.57  -3.46  -0.21  -0.10
O  -9.38  -2.13  0.21  -0.09
C  -8.16  -1.55  -0.01  -0.28
C  -7.08  -2.17  -0.63  -0.02
C  -5.89  -1.49  -0.80  -0.02
C  -5.73  -0.17  -0.36  -0.24
N  -4.53  0.49  -0.61  -0.11
C  -4.47  1.93  -0.48  -0.15
C  -3.31  2.45  -1.34  -0.11
N  -2.08  1.81  -0.93  -0.05
C  -1.08  2.54  -0.38  -0.48
O  -1.08  3.75  -0.36  0.07
C  0.05  1.77  0.22  -0.38
S  -0.22  0.81  1.66  1.14
C  1.47  0.44  1.74  -0.52
N  2.00  -0.34  2.70  0.08
C  3.27  -0.53  2.62  -0.12
N  4.08  0.02  1.69  0.02
C  5.48  -0.35  1.61  -0.03
C  5.56  -1.60  0.71  -0.42
O  4.65  -2.41  0.75  0.07
N  6.64  -1.75  -0.08  -0.05
C  7.70  -0.78  -0.28  -0.15
C  7.41  0.02  -1.56  -0.17
C  7.32  -0.95  -2.74  -0.20
C  6.28  -2.03  -2.46  -0.17
C  6.58  -2.73  -1.14  -0.14
C  3.60  0.80  0.62  -0.34
O  4.37  1.20  -0.23  0.07
C  2.18  1.04  0.71  -0.10
C  1.36  1.81  -0.16  -0.23
C  1.86  2.56  -1.35  -0.01
C  -2.14  0.38  -1.04  -0.13
C  -3.30  -0.13  -0.17  -0.14
C  -6.82  0.44  0.26  -0.02
C  -8.01  -0.24  0.42  0.00
H  -10.60  -3.71  0.06  0.09
H  -8.88  -4.15  0.29  0.09
H  -9.46  -3.56  -1.30  0.09
H  -7.15  -3.19  -0.98  0.10
H  -5.08  -1.98  -1.31  0.11
H  -5.40  2.36  -0.85  0.12
H  -4.31  2.25  0.56  0.14
H  -3.19  3.53  -1.21  0.12
H  -3.50  2.23  -2.39  0.13
H  3.73  -1.17  3.36  0.14
H  6.01  0.50  1.18  0.11
H  5.86  -0.59  2.61  0.14
H  7.81  -0.13  0.58  0.11
H  8.63  -1.35  -0.40  0.13
H  8.20  0.75  -1.72  0.11
H  6.47  0.55  -1.44  0.10
H  7.06  -0.40  -3.65  0.11
H  8.30  -1.42  -2.90  0.11
H  6.26  -2.76  -3.27  0.11
H  5.29  -1.57  -2.39  0.12
H  5.80  -3.45  -0.90  0.12
H  7.55  -3.25  -1.19  0.13
H  2.88  2.89  -1.18  0.08
H  1.87  1.90  -2.22  0.10
H  1.22  3.41  -1.56  0.08
H  -1.20  -0.07  -0.73  0.11
H  -2.34  0.12  -2.08  0.13
H  -3.37  -1.21  -0.25  0.12
H  -3.08  0.12  0.89  0.12
H  -6.75  1.45  0.63  0.10
H  -8.86  0.24  0.90  0.12

Summary:
HOMO-LUMO gap, eV: 8.0
SMILES: COc1ccc(N2CCN(C(=O)c3sc4ncn(CC(=O)N5CCCCC5)c(=O)c4c3C)CC2)cc1
Calculated total energy, Eh: -1982.34623

[2]
Entry from OMol25: a structure of composition C26H31N6O6PPd (ωB97M-V with the def2-TZVPD basis set).

Each line ends with the Löwdin charge.
Element x y z (Å)
Pd  0.56  -0.44  -0.69  0.75
C  -2.17  1.25  2.13  0.00
C  -2.62  0.35  0.98  -0.53
C  -4.13  0.13  1.01  0.01
O  -1.93  -0.90  1.02  -0.05
C  -2.28  1.04  -0.34  -0.48
O  -2.58  2.18  -0.57  0.12
O  -1.64  0.26  -1.22  0.00
H  -2.44  0.80  3.08  0.10
H  -2.65  2.22  2.06  0.10
H  -1.08  1.39  2.10  0.09
H  -4.41  -0.35  1.95  0.10
H  -4.44  -0.52  0.19  0.10
H  -4.66  1.07  0.93  0.10
H  -1.95  -1.21  1.93  0.11
C  7.71  -12.05  -2.82  -0.01
O  6.29  -11.81  -2.67  0.00
C  5.84  -10.60  -2.47  -0.24
C  6.66  -9.45  -2.38  0.03
C  6.08  -8.23  -2.16  0.02
C  4.68  -8.10  -2.03  -0.12
C  3.87  -9.27  -2.13  0.03
C  4.44  -10.49  -2.34  0.05
C  4.05  -6.86  -1.81  -0.21
N  2.72  -6.70  -1.68  0.22
C  2.52  -5.40  -1.49  -0.13
C  3.75  -4.70  -1.50  -0.07
N  4.70  -5.64  -1.70  0.21
C  3.85  -3.28  -1.32  -0.07
C  5.04  -2.54  -1.34  0.02
C  4.98  -1.18  -1.17  -0.01
C  3.73  -0.58  -0.99  -0.06
N  2.60  -1.28  -0.96  0.04
C  2.64  -2.60  -1.13  -0.11
C  1.34  -3.31  -1.13  -0.13
N  0.24  -2.57  -0.95  0.03
C  -0.95  -3.17  -0.95  -0.07
C  -1.09  -4.55  -1.13  0.00
C  0.03  -5.32  -1.31  0.03
C  1.28  -4.70  -1.31  -0.07
H  7.80  -13.12  -2.97  0.11
H  8.23  -11.76  -1.91  0.11
H  8.09  -11.51  -3.68  0.11
H  7.73  -9.53  -2.47  0.12
H  6.73  -7.37  -2.09  0.12
H  2.80  -9.17  -2.03  0.13
H  3.84  -11.39  -2.42  0.14
H  5.69  -5.49  -1.76  0.16
H  6.00  -3.03  -1.48  0.12
H  5.87  -0.57  -1.19  0.12
H  3.63  0.49  -0.87  0.11
H  -1.80  -2.52  -0.79  0.11
H  -2.08  -4.98  -1.12  0.12
H  -0.04  -6.39  -1.45  0.13
N  2.91  4.82  -1.32  0.12
C  1.65  4.34  -0.63  -0.16
P  1.25  2.71  -1.45  0.43
O  2.44  2.54  -2.37  -0.35
O  0.99  1.71  -0.37  -0.41
C  -0.24  3.09  -2.42  -0.30
N  -0.69  1.91  -3.18  -0.02
H  3.68  4.98  -0.67  0.16
H  2.77  5.68  -1.85  0.16
H  3.13  4.00  -1.97  0.11
H  0.87  5.09  -0.74  0.10
H  1.85  4.19  0.42  0.10
H  0.01  3.94  -3.06  0.10
H  -1.04  3.38  -1.74  0.08
H  -1.39  0.84  -2.02  0.07
H  0.06  1.55  -3.76  0.09
H  -1.45  2.18  -3.80  0.11

Summary:
Spin multiplicity: 3
⟨S²⟩: 2.04
Charge: +2
HOMO-LUMO gap (alpha / beta), eV: 6.8 / 4.5
Calculated total energy, Eh: -2258.23619

[3]
Entry from OMol25: a structure of composition C26H32BrCdN3O2 (ωB97M-V with the def2-TZVPD basis set).

Each line ends with the Löwdin charge.
Element x y z (Å)
Cd  1.96  -1.54  -0.79  1.34
C  -4.18  4.12  -0.61  -0.07
C  -3.33  3.54  -1.74  -0.56
C  -4.27  2.81  -2.72  -0.05
C  -2.65  4.70  -2.48  -0.05
C  -2.28  2.57  -1.23  -0.18
C  -1.42  1.94  -2.11  -0.11
C  -0.46  1.06  -1.65  -0.55
Br  0.70  0.28  -2.97  0.74
C  -0.26  0.73  -0.28  -0.42
O  0.67  -0.08  0.12  -0.30
C  -1.15  1.37  0.62  -0.09
C  -2.11  2.26  0.12  0.00
C  -1.13  1.18  2.15  -0.53
C  -0.12  0.14  2.68  -0.07
C  -0.78  2.52  2.81  -0.05
C  -2.52  0.72  2.63  -0.05
H  -4.92  4.81  -1.02  0.08
H  -3.57  4.68  0.10  0.09
H  -4.72  3.34  -0.07  0.09
H  -5.04  3.50  -3.09  0.08
H  -4.77  1.98  -2.22  0.09
H  -3.72  2.42  -3.58  0.08
H  -3.40  5.40  -2.87  0.08
H  -2.05  4.35  -3.32  0.08
H  -1.99  5.25  -1.80  0.09
H  -1.48  2.12  -3.18  0.10
H  -2.76  2.73  0.84  0.09
H  0.90  0.43  2.45  0.06
H  -0.29  -0.84  2.26  0.08
H  -0.23  0.09  3.76  0.08
H  0.21  2.86  2.48  0.08
H  -0.76  2.42  3.89  0.08
H  -1.50  3.30  2.55  0.08
H  -2.78  -0.23  2.17  0.09
H  -3.30  1.44  2.39  0.07
H  -2.51  0.59  3.71  0.08
C  3.25  -3.73  3.17  -0.06
C  3.19  -5.05  2.76  -0.06
C  2.82  -5.35  1.46  -0.01
C  2.51  -4.32  0.57  -0.23
N  2.57  -3.05  0.99  0.02
C  2.93  -2.76  2.23  -0.13
C  2.14  -4.56  -0.86  -0.23
C  2.00  -5.86  -1.33  -0.06
C  1.67  -6.11  -2.66  -0.09
C  1.47  -5.04  -3.52  -0.10
C  1.59  -3.74  -3.04  -0.17
C  1.93  -3.47  -1.72  -0.22
H  3.53  -3.45  4.17  0.10
H  3.43  -5.85  3.45  0.11
H  2.80  -6.38  1.15  0.10
H  2.95  -1.70  2.48  0.10
H  2.14  -6.72  -0.68  0.09
H  1.56  -7.12  -3.01  0.10
H  1.21  -5.22  -4.56  0.10
H  1.42  -2.92  -3.73  0.06
N  3.60  1.78  1.39  0.18
C  3.24  1.22  0.21  -0.66
N  2.69  2.04  -0.71  0.18
O  3.48  0.02  0.00  -0.11
H  3.43  2.75  1.60  0.10
H  3.99  1.19  2.10  0.11
H  2.26  2.89  -0.40  0.11
H  2.23  1.58  -1.48  0.00

Summary:
HOMO-LUMO gap, eV: 7.7
Calculated total energy, Eh: -4066.52034

[4]
Entry from OMol25: a structure of composition C26H32Cl6F18O12 in a non-equilibrium geometry (ωB97M-V with the def2-TZVPD basis set).

Each line ends with the Löwdin charge.
Element x y z (Å)
C  1.87  -1.56  -1.23  -0.29
C  1.80  -1.62  -2.75  -0.17
O  0.60  -2.18  -3.26  0.04
C  0.31  -3.53  -3.17  -0.29
O  1.04  -4.37  -2.63  0.14
C  -1.04  -3.92  -3.73  -0.53
F  -1.61  -2.94  -4.36  0.20
F  -0.92  -5.00  -4.55  0.16
F  -1.80  -4.22  -2.62  0.13
H  2.55  -2.35  -0.91  0.00
H  0.91  -1.80  -0.77  0.06
H  2.19  -0.56  -0.96  -0.07
H  2.65  -2.14  -3.19  0.15
H  1.98  -0.60  -3.11  0.09
C  -4.75  0.02  0.95  -0.03
C  -4.09  0.50  -0.35  -0.20
O  -3.92  1.89  -0.26  0.02
C  -2.78  2.54  0.08  -0.24
O  -1.78  2.00  0.54  -0.17
C  -2.90  4.07  -0.14  -0.52
F  -1.88  4.59  -0.85  0.17
F  -4.00  4.24  -0.82  0.19
F  -2.94  4.74  1.04  0.16
H  -4.16  0.29  1.82  0.08
H  -4.86  -1.06  1.12  0.08
H  -5.69  0.52  1.19  0.08
H  -4.83  0.41  -1.15  0.08
H  -3.15  0.02  -0.61  0.11
C  1.69  -5.26  0.75  0.00
C  1.70  -3.71  0.93  -0.35
O  0.54  -3.12  0.43  -0.03
C  -0.64  -3.09  1.06  -0.44
O  -0.79  -3.59  2.12  0.19
C  -1.73  -2.38  0.34  -0.46
F  -1.79  -1.06  0.60  -0.05
F  -1.61  -2.55  -1.00  0.14
F  -2.96  -2.85  0.62  0.19
H  1.01  -5.77  1.43  0.08
H  2.69  -5.49  1.12  0.08
H  1.45  -5.46  -0.29  0.08
H  2.53  -3.38  0.31  -0.07
H  1.96  -3.37  1.94  0.11
C  -0.15  3.93  3.88  -0.08
C  1.21  3.25  4.02  -0.27
O  1.25  1.85  3.97  -0.13
C  2.24  1.13  4.60  -0.32
O  3.29  1.66  5.06  0.11
C  1.88  -0.35  4.64  -0.57
F  2.80  -1.10  5.29  0.13
F  0.65  -0.56  5.06  0.16
F  1.89  -0.84  3.35  -0.15
H  0.00  4.99  3.65  0.09
H  -0.61  3.88  4.86  0.08
H  -0.81  3.48  3.13  -0.01
H  1.66  3.63  4.93  0.14
H  1.90  3.54  3.23  0.05
C  -4.92  0.42  -3.34  -0.04
C  -3.64  -0.27  -3.89  -0.15
O  -2.56  -0.47  -2.97  0.01
C  -1.54  0.40  -2.95  -0.32
O  -1.30  1.29  -3.74  0.18
C  -0.60  0.25  -1.75  -0.49
F  0.59  -0.10  -2.31  0.01
F  -0.32  1.38  -1.11  0.09
F  -0.97  -0.67  -0.89  0.02
H  -5.70  -0.26  -3.00  0.09
H  -5.47  0.90  -4.16  0.08
H  -4.68  1.21  -2.62  0.06
H  -3.21  0.24  -4.75  0.12
H  -3.84  -1.29  -4.19  0.12
C  2.76  2.53  1.78  -0.10
C  2.12  2.93  0.44  -0.25
O  2.54  1.98  -0.50  -0.24
C  3.13  2.35  -1.64  -0.37
O  3.59  3.45  -1.91  0.16
C  3.33  1.23  -2.67  -0.49
F  2.82  1.52  -3.89  0.18
F  4.66  0.99  -2.77  0.15
F  2.75  0.11  -2.24  -0.03
H  2.68  3.42  2.40  0.06
H  3.80  2.28  1.59  0.06
H  2.25  1.77  2.38  0.03
H  2.51  3.94  0.28  0.14
H  1.03  2.96  0.49  0.00
C  -0.17  0.54  1.10  -0.94
Cl  -0.27  -0.58  2.47  0.93
Cl  1.30  0.10  0.11  0.99
Cl  -0.06  2.24  1.72  0.94
H  -1.06  0.48  0.47  0.02
C  3.58  -0.47  1.34  -1.30
Cl  4.36  -0.53  2.99  0.69
Cl  3.29  -2.10  0.70  0.84
Cl  4.59  0.45  0.19  0.75
H  2.62  0.01  1.50  -0.08

Summary:
HOMO-LUMO gap, eV: 9.2
Calculated total energy, Eh: -6470.62785

Summary of energy above the lowest of the compared OMol25 structures with the same formula, charge and spin in eV
0.412 0.000 0.395 28.105
(order as listed above)